Below is C4H7NO as an isolated structure, with properties calculated with ωB97M-V/def2-TZVPD.

Its energy above the lowest of the compared OMol25 structures with the same formula, charge and spin is 109.18 kcal/mol. The HOMO-LUMO gap is 8.7 eV. As for the HOMO energy: -8.65 eV. Its charge is 0. The electronic energy comes out at -286.45766 hartree. The spin multiplicity is 1. The calculation puts the lowest unoccupied orbital energy at 0.09 eV.

Last column: natural (NBO) charge in e.
CARTESIAN COORDINATES (ANGSTROEM)
O (1.637359, -1.061164, 1.114937)  -0.6709
C (0.657727, -0.814201, 0.178711)  0.0993
C (-1.268058, -0.643181, 0.247050)  -0.2436
N (-1.199979, 0.032970, -0.912053)  -0.3670
C (-0.471590, 1.243140, -0.631825)  -0.2944
C (0.762307, 0.436373, -0.508977)  -0.1701
H (1.885282, -0.219708, 1.521938)  0.4735
H (0.480679, -1.747925, -0.341597)  0.2154
H (-1.444603, -0.100664, 1.187142)  0.1770
H (-1.707178, -1.640053, 0.204293)  0.1998
H (-0.784586, 1.787410, 0.279542)  0.1605
H (-0.446930, 1.929936, -1.482180)  0.2182
H (1.744557, 0.784210, -0.839663)  0.2025

Atomic forces in eV per Å
0.1 0.2 0.1
0.1 0.1 -0.3
-0.3 0.0 -0.1
-0.1 -0.2 0.2
0.1 0.1 0.0
0.1 0.0 0.1
0.0 -0.2 0.0
-0.1 0.2 0.0
0.1 0.0 -0.1
0.1 0.1 0.0
0.0 -0.1 -0.1
0.0 -0.1 0.1
-0.1 0.0 0.1

=====

Below is the molecule C8H15N3 at a distorted geometry, with properties calculated with ωB97M-V/def2-TZVPD.

Its energy above the lowest of the compared OMol25 structures with the same formula, charge and spin is 94.53 kcal/mol. The HOMO-LUMO gap is 9.7 eV. Its SMILES is [H]/N=N/[C@](C#N)(CC)C(C)(C)C. As for the HOMO energy: -9.19 eV. Its charge is 0. The electronic energy comes out at -477.95479 hartree. The spin multiplicity is 1. The calculation puts the lowest unoccupied orbital energy at 0.47 eV.

Last column: natural (NBO) charge in e.
CARTESIAN COORDINATES (ANGSTROEM)
H (-1.748697, -1.798930, -2.785941)  0.3388
N (-1.478192, -1.649403, -1.742137)  -0.3169
N (-1.201967, -0.485547, -1.402701)  -0.1161
C (-0.791564, -0.174380, 0.006019)  -0.0928
C (-1.471995, -1.100839, 0.900415)  0.3094
N (-2.066809, -1.565137, 1.764335)  -0.3034
C (-1.079040, 1.320557, 0.099447)  -0.3894
C (-2.558713, 1.369192, -0.112553)  -0.6093
C (0.678421, -0.428330, 0.192415)  -0.0136
C (0.987561, -1.950127, 0.213847)  -0.6313
C (1.597640, 0.105165, -0.955648)  -0.5982
C (1.228327, -0.072906, 1.617771)  -0.6023
H (-0.716247, 1.702562, 1.086602)  0.2241
H (-0.692416, 1.904094, -0.690495)  0.2334
H (-2.837712, 1.037928, -1.051258)  0.2172
H (-3.154395, 0.800662, 0.661990)  0.2132
H (-2.934461, 2.315397, 0.017771)  0.2123
H (0.929707, -2.408802, 1.201737)  0.2118
H (1.981544, -2.305610, -0.272317)  0.2210
H (0.068761, -2.350558, -0.285801)  0.2255
H (1.513425, 1.157042, -0.893109)  0.1989
H (2.562468, -0.138385, -0.839272)  0.2100
H (1.342216, -0.162942, -1.973272)  0.2204
H (1.636137, 0.861207, 1.599633)  0.1996
H (0.460320, -0.143190, 2.440823)  0.2232
H (1.892684, -0.718639, 2.014589)  0.2148

Atomic forces in eV per Å
0.7 1.3 1.8
-0.1 0.3 0.7
0.0 -1.0 -2.7
1.1 -0.7 -1.6
-1.0 1.3 1.2
0.0 -0.6 -0.1
-1.5 -1.1 2.2
-1.1 -0.6 3.3
4.2 -2.8 0.5
-1.1 -1.7 -1.5
-4.0 1.2 0.4
-4.3 1.0 -0.5
-0.5 -0.2 -0.8
1.3 0.1 -0.9
-0.4 -0.7 -1.9
0.8 0.2 -0.8
-0.8 2.6 0.0
0.1 0.2 0.1
-1.9 0.9 0.6
1.4 -0.8 -0.2
0.2 1.5 -0.3
3.5 -1.1 0.9
-0.6 -0.4 0.0
1.1 2.8 0.3
0.1 0.5 -1.1
2.7 -2.3 0.4

=====

Below is a 2-piece molecular cluster, C4H4N4S overall at a distorted geometry, with properties calculated with ωB97M-V/def2-TZVPD.

Its energy above the lowest of the compared OMol25 structures with the same formula, charge and spin is 22.52 kcal/mol. The HOMO-LUMO gap is 10.1 eV. Its SMILES is N#CN=C=N.CSC#N. As for the HOMO energy: -9.84 eV. Its charge is 0. The electronic energy comes out at -771.93786 hartree. The spin multiplicity is 1. The calculation puts the lowest unoccupied orbital energy at 0.29 eV.

Last column: natural (NBO) charge in e.
CARTESIAN COORDINATES (ANGSTROEM)
N (-4.747020, 1.283369, 0.659662)  -0.3274
C (-4.072547, 0.358920, 0.574612)  0.4218
N (-3.210552, -0.624516, 0.396624)  -0.5798
C (-3.054903, -1.710242, -0.097405)  0.7521
N (-2.899462, -2.738669, -0.690642)  -0.6580
H (-2.862625, -3.568479, -0.220192)  0.4020
C (1.143940, 0.814576, 0.273162)  -0.7206
S (-0.503959, 0.665694, 1.032733)  0.2807
C (-1.269828, 0.687853, -0.532982)  0.0477
N (-1.667156, 0.812318, -1.601030)  -0.3413
H (1.079751, 1.742928, -0.420918)  0.2470
H (1.158740, -0.141486, -0.221968)  0.2379
H (1.809688, 1.035495, 1.128893)  0.2379

Atomic forces in eV per Å
-0.3 0.4 0.3
0.3 -0.8 -0.6
0.0 0.5 0.9
-1.2 0.4 -0.1
0.4 1.8 -1.4
0.1 -2.8 1.2
-0.9 2.2 -0.1
-1.0 0.2 -1.0
0.9 0.5 1.5
-0.2 0.0 -0.7
0.5 -1.9 1.1
1.3 0.0 -0.3
0.0 -0.6 -0.8

=====

Below is C45H40AsBrCrN5O3 as an isolated structure, with properties calculated with ωB97M-V/def2-TZVPD.

The HOMO-LUMO gap (alpha / beta) is 4.6 / 5.4 eV. As for the HOMO energy (alpha / beta): -2.83 / -3.83 eV. Its charge is -1. The electronic energy comes out at -8092.69551 hartree. The spin multiplicity is 5. The calculation puts the lowest unoccupied orbital energy (alpha / beta) at 1.81 / 1.52 eV.

Last column: Mulliken charge in e.
CARTESIAN COORDINATES (ANGSTROEM)
Cr (0.649752, 0.953434, -2.179974)  0.2411
O (2.763749, 3.542260, -4.409399)  -0.7349
C (2.002343, 2.740748, -3.905584)  0.3388
O (1.854053, 2.466220, -2.655512)  -0.5670
C (1.086729, 1.920193, -4.808442)  0.4589
C (0.988450, 2.112993, -6.172237)  -0.9761
C (0.110212, 1.313032, -6.885006)  -0.2673
C (-0.630039, 0.345138, -6.221750)  -0.8879
C (-0.473388, 0.201319, -4.854591)  -0.5465
N (0.369873, 0.984350, -4.179945)  1.0185
H (1.599521, 2.879665, -6.626639)  0.5611
H (0.002669, 1.440696, -7.954731)  0.4134
H (-1.320279, -0.297738, -6.748969)  0.4324
H (-0.998738, -0.536642, -4.261940)  0.6515
Br (-0.307914, -6.811833, 4.331836)  -0.2703
C (0.669782, -6.589047, 2.710034)  -0.2601
C (0.747654, -7.632188, 1.801034)  -0.3117
C (1.454538, -7.455257, 0.624709)  -0.3579
C (2.079338, -6.235248, 0.313412)  -0.2113
C (1.993607, -5.203998, 1.271287)  0.1704
C (1.300366, -5.381485, 2.453464)  0.2814
N (2.847130, -6.185408, -0.840603)  -0.9894
N (3.124996, -5.031378, -1.416873)  -0.4390
C (2.211070, -4.024743, -1.489734)  -0.4241
C (0.813425, -4.147434, -1.412930)  -0.8284
C (-0.043597, -3.056685, -1.579033)  -0.7072
C (0.436187, -1.784637, -1.830359)  0.9710
O (-0.331863, -0.677346, -1.966552)  -1.0824
C (1.822330, -1.628840, -1.941308)  0.7160
N (2.253275, -0.352614, -2.191863)  0.4748
C (3.551255, -0.110944, -2.303876)  -0.5081
C (4.502556, -1.117249, -2.171351)  -1.2446
C (4.083920, -2.412101, -1.907865)  -0.4802
C (2.727407, -2.708120, -1.789886)  0.7115
H (0.262909, -8.576517, 2.012710)  0.3886
H (1.538074, -8.264579, -0.090253)  0.3696
H (2.483090, -4.257355, 1.083440)  0.3627
H (1.245756, -4.575267, 3.171642)  0.0392
H (0.391591, -5.125921, -1.232017)  0.4028
H (-1.116819, -3.196343, -1.508354)  0.4721
H (3.830488, 0.919041, -2.492953)  0.6075
H (5.551631, -0.873474, -2.262677)  0.4151
H (4.793015, -3.220782, -1.784509)  0.4950
C (2.455497, -2.410104, 4.284364)  -1.7966
C (1.608723, -1.569185, 3.367350)  0.5082
C (0.226066, -1.650210, 3.383840)  -0.6709
C (-0.563293, -0.923075, 2.500775)  0.2056
C (-2.056151, -1.140354, 2.587269)  -1.8374
C (0.029483, -0.024723, 1.587719)  -0.1431
As (-1.352286, 0.666832, 0.327421)  1.3242
N (-0.492761, 1.828603, -0.879635)  0.5945
C (-0.997113, 3.129073, -1.081785)  -0.5567
C (-2.363910, 3.360146, -1.282856)  -0.1542
C (-2.850056, 4.639194, -1.498434)  -0.8745
C (-1.984482, 5.725372, -1.536273)  -0.5466
C (-0.625770, 5.507582, -1.354008)  -1.1185
C (-0.135738, 4.230050, -1.123480)  0.4708
C (-2.281076, 1.985647, 1.495693)  0.4353
C (-3.670469, 1.855473, 1.607047)  0.7369
C (-4.484850, 0.796624, 0.898316)  -2.4216
C (-4.391356, 2.743141, 2.409524)  -0.9382
C (-3.776001, 3.769849, 3.097189)  0.9095
C (-4.561895, 4.730651, 3.947888)  -1.6152
C (-2.397355, 3.899814, 2.970260)  -1.0328
C (-1.644873, 3.033554, 2.190984)  0.9136
C (-0.164627, 3.274713, 2.116636)  -1.2231
C (1.432643, 0.087113, 1.584626)  1.7346
C (2.252464, 1.038941, 0.745334)  -1.4984
C (2.183226, -0.700229, 2.456659)  -0.6769
H (1.837939, -2.968327, 4.988368)  0.3642
H (3.150545, -1.792634, 4.856797)  0.4445
H (3.047789, -3.131453, 3.716838)  0.3526
H (-0.261283, -2.324918, 4.080986)  0.2917
H (-2.270335, -1.983597, 3.243283)  0.4925
H (-2.493438, -1.358567, 1.611197)  0.2973
H (-2.568244, -0.259945, 2.984209)  0.2170
H (-3.045963, 2.517684, -1.277839)  0.4311
H (-3.914347, 4.785834, -1.641906)  0.4048
H (-2.363735, 6.725150, -1.706692)  0.3968
H (0.066544, 6.340647, -1.385527)  0.4061
H (0.924378, 4.068112, -0.982664)  0.3988
H (-3.897554, 0.186068, 0.217870)  0.3144
H (-5.290114, 1.265305, 0.327595)  0.5282
H (-4.951038, 0.127344, 1.625696)  0.4737
H (-5.468948, 2.623774, 2.481333)  0.3035
H (-5.626031, 4.494931, 3.927700)  0.3753
H (-4.435928, 5.757102, 3.597352)  0.3305
H (-4.228564, 4.698961, 4.987335)  0.3295
H (-1.891200, 4.710866, 3.485917)  0.3987
H (0.066275, 4.296801, 2.419885)  0.4036
H (0.213218, 3.125311, 1.109006)  -0.0154
H (0.372585, 2.589323, 2.775279)  0.2920
H (1.705306, 1.500334, -0.065224)  -0.3827
H (3.125638, 0.526604, 0.338557)  0.5204
H (2.616326, 1.860611, 1.368370)  0.5856
H (3.266034, -0.613731, 2.418001)  0.4180

Atomic forces in eV per Å
-0.2 -0.1 0.6
0.0 0.0 0.0
-0.1 0.0 0.0
0.0 0.0 -0.1
0.0 0.0 0.0
0.0 0.0 0.0
0.0 0.0 -0.1
0.0 -0.1 0.1
0.1 0.0 -0.1
-0.1 -0.1 -0.1
0.0 0.0 0.0
0.0 0.0 0.0
0.0 0.0 0.0
0.0 0.0 0.0
0.0 0.0 0.0
0.0 0.0 0.0
0.0 0.0 -0.1
-0.1 -0.1 0.1
0.1 0.0 -0.2
0.0 0.0 0.0
0.0 0.0 0.0
-0.1 0.1 0.1
0.0 -0.1 0.1
0.0 0.0 0.0
0.1 0.0 0.1
0.0 0.0 0.0
-0.1 0.0 0.0
0.1 -0.1 0.1
0.1 0.1 0.0
0.2 0.1 -0.1
-0.1 0.0 -0.1
0.0 0.0 0.0
0.1 0.0 0.0
-0.1 0.0 0.0
0.0 0.0 0.0
0.0 0.0 0.0
0.0 0.0 0.0
0.0 0.0 0.0
0.0 0.0 0.0
0.0 0.0 0.0
0.0 0.0 0.0
0.0 0.0 0.0
0.0 0.0 0.0
0.0 0.0 0.0
0.0 0.0 0.0
0.0 -0.1 0.0
0.0 0.0 0.1
0.0 0.0 0.1
0.0 0.1 0.0
-0.2 0.1 -0.3
0.2 0.0 -0.3
0.0 -0.1 0.0
0.0 0.0 0.0
0.0 0.0 0.0
0.0 0.0 0.0
0.0 0.0 0.0
-0.1 0.1 0.0
0.1 0.0 0.1
0.0 0.0 0.0
0.0 0.0 0.0
0.0 0.0 0.0
0.0 0.0 0.0
0.0 0.0 0.0
0.0 0.0 0.0
-0.1 0.0 0.0
0.1 -0.1 0.0
-0.1 0.0 0.0
0.0 0.0 0.1
0.0 0.0 0.0
0.0 0.0 0.0
0.0 0.0 0.0
0.0 0.0 0.0
0.0 0.0 0.0
0.0 0.0 0.0
0.0 0.0 0.0
0.0 0.0 0.0
0.0 0.0 0.0
0.0 0.0 0.0
0.0 0.0 0.0
0.0 0.0 0.0
0.0 0.0 0.0
0.0 0.0 0.0
0.0 0.0 0.0
0.0 0.0 0.0
0.0 0.0 0.0
0.0 0.0 0.0
0.0 0.0 0.0
0.0 0.0 0.0
0.0 0.0 0.0
0.0 0.0 0.0
0.1 -0.1 0.0
0.0 0.0 0.0
-0.1 0.1 0.0
0.0 0.0 0.0
0.0 0.0 0.0
0.0 0.0 0.0

=====

Below is a 2-piece molecular cluster, C5H5NO overall at a distorted geometry, with properties calculated with ωB97M-V/def2-TZVPD.

Its energy above the lowest of the compared OMol25 structures with the same formula, charge and spin is 34.14 kcal/mol. The HOMO-LUMO gap is 11.8 eV. As for the HOMO energy: -10.85 eV. Its charge is 0. The electronic energy comes out at -323.46527 hartree. The spin multiplicity is 1. The calculation puts the lowest unoccupied orbital energy at 0.93 eV.

Last column: natural (NBO) charge in e.
CARTESIAN COORDINATES (ANGSTROEM)
O (-2.506724, -1.518669, 0.367281)  -0.4963
C (-1.663420, -2.042285, 0.920793)  0.5054
C (-0.151518, 0.491794, 0.746324)  -0.3903
C (1.234819, 0.852053, 0.347996)  -0.3846
C (0.206551, 0.562376, -0.721399)  -0.3562
C (0.299621, -0.649924, -1.502536)  0.2840
N (0.370225, -1.621458, -2.128905)  -0.3270
H (-0.258482, -0.492724, 1.189501)  0.2233
H (-0.840834, 1.248430, 1.111571)  0.2286
H (1.991639, 0.090916, 0.511430)  0.2305
H (1.569394, 1.877079, 0.453817)  0.2258
H (-0.170461, 1.413100, -1.283390)  0.2567

Atomic forces in eV per Å
1.0 -0.8 0.7
-1.4 0.3 -0.8
0.0 0.0 0.2
0.2 0.1 0.0
0.0 0.0 -0.1
0.1 -0.8 -0.5
-0.1 0.9 0.6
0.1 0.4 -0.1
0.2 -0.1 0.0
-0.1 0.2 -0.1
0.0 -0.1 -0.1
0.0 -0.2 0.1

=====

Below is a 18-piece molecular cluster, H35O18 overall at a distorted geometry, with properties calculated with ωB97M-V/def2-TZVPD.

Its energy above the lowest of the compared OMol25 structures with the same formula, charge and spin is 19.89 kcal/mol. The HOMO-LUMO gap is 9.9 eV. As for the HOMO energy: -7.60 eV. Its charge is -1. The electronic energy comes out at -1375.34464 hartree. The spin multiplicity is 1. The calculation puts the lowest unoccupied orbital energy at 2.35 eV.

Last column: natural (NBO) charge in e.
CARTESIAN COORDINATES (ANGSTROEM)
O (-3.793623, -0.804441, 0.285397)  -0.9380
H (-3.186463, -0.928508, 1.006404)  0.4649
H (-3.084958, 1.726129, -0.347748)  0.4732
O (0.053381, -4.774041, -1.209522)  -0.9686
H (0.003855, -4.005883, -1.792526)  0.4809
O (-0.726981, 1.133517, 2.760865)  -0.9693
H (-0.690999, 1.382827, 1.765432)  0.4972
H (-1.662729, 1.326947, 2.851985)  0.4198
O (-0.137017, 1.903712, 0.407163)  -1.1614
H (0.695416, 0.230305, -0.114216)  0.4989
H (0.201592, 2.744624, 0.181127)  0.4631
O (-1.975249, -2.757742, 0.480273)  -0.9987
H (-2.169384, -2.494362, 1.378549)  0.4721
H (-2.518069, -2.431660, -0.261333)  0.5096
O (2.259864, -0.495341, 3.866431)  -0.9768
H (2.932756, -0.958461, 3.362370)  0.4918
H (1.590422, -0.266285, 3.209855)  0.4823
O (3.776552, -0.086305, -1.179978)  -0.9733
H (4.118669, 0.457322, -1.904784)  0.4806
H (2.880548, 0.246505, -1.020601)  0.5057
O (2.475214, -2.494150, -3.605847)  -0.9704
H (3.788053, -0.471845, 0.578791)  0.5054
H (-0.234412, -1.682260, -1.793424)  0.5031
O (-3.297889, 2.791320, 1.922708)  -0.9401
H (-3.080086, 3.219173, 1.075734)  0.4841
H (-2.524482, 2.226497, 2.084308)  0.4433
O (2.670886, 4.913907, 1.021434)  -0.9674
H (1.834535, 5.209348, 1.146911)  0.4809
H (3.076573, 4.777056, 0.185635)  0.4869
O (1.934394, 2.128655, 5.126621)  -0.9536
H (2.241044, 1.895383, 4.239786)  0.4810
H (1.592432, 1.305046, 5.454044)  0.4718
O (1.164519, 1.605947, -1.858274)  -1.0031
H (0.624993, 2.234992, -2.362904)  0.4671
H (0.755616, 1.548951, -0.970208)  0.4823
O (-0.996199, -1.937450, -2.375633)  -1.0258
H (-0.358210, -4.490809, -0.365823)  0.4868
H (-1.605745, -1.181954, -2.228356)  0.4924
O (-2.300081, 2.038452, -0.789224)  -1.0839
H (2.505294, -1.537284, -3.604528)  0.4848
H (-1.394434, 1.919032, -0.126843)  0.4955
O (0.802113, -0.638367, -0.526217)  -0.9899
H (-3.350145, -1.028126, -0.544076)  0.4725
H (0.426554, -1.269691, 0.105985)  0.4848
O (3.958511, -0.972893, 1.375361)  -0.9926
H (2.276862, -2.913031, -2.758946)  0.4864
H (4.435531, -1.789853, 1.220737)  0.4732
O (-3.397557, -2.926721, -1.952697)  -0.9841
H (-4.227353, -2.967191, -2.464067)  0.4770
H (-2.675075, -2.662662, -2.563588)  0.5101
O (-2.092664, 0.372125, -2.853190)  -1.0072
H (-1.662035, 0.834385, -3.555550)  0.4773
H (-1.934340, 0.795159, -1.963803)  0.5172

Atomic forces in eV per Å
-1.0 0.7 -0.5
0.4 0.1 0.0
-0.4 -0.4 0.3
0.0 0.1 0.7
-0.4 0.0 0.2
-0.8 0.1 -1.5
1.5 -0.1 1.2
0.0 -0.6 1.4
-0.5 -1.7 -0.2
-0.5 0.0 0.4
0.5 1.6 0.2
1.6 -0.9 -0.4
-0.6 0.3 -0.4
-0.1 -0.6 1.1
-0.3 0.0 0.1
0.2 0.1 -0.4
-0.1 0.0 0.1
0.0 0.3 -0.4
-0.2 -0.1 0.4
-0.2 -0.1 -0.5
0.2 -0.9 -0.8
0.5 -0.4 -0.7
-0.7 -0.1 -0.8
0.2 0.1 -0.2
0.0 -0.2 0.3
-0.5 0.7 -0.4
4.4 -1.5 1.8
-3.7 1.3 -0.6
-0.7 0.2 -1.2
0.3 0.7 -0.3
-0.1 0.0 0.2
-0.2 -0.6 0.1
0.5 0.4 -0.9
0.2 -0.4 0.4
-0.5 0.6 -0.3
0.8 0.0 1.0
0.1 0.0 -0.9
0.7 0.0 -0.8
1.4 0.0 0.6
-0.3 0.0 0.9
-0.9 0.3 -1.1
0.1 -0.9 0.2
-0.2 0.2 0.3
0.2 0.2 0.1
-0.2 -0.2 1.8
0.1 1.0 0.0
-0.1 0.3 -0.7
-0.5 0.2 -0.7
0.7 0.1 0.4
-0.4 -0.5 0.4
-0.9 -0.7 1.1
0.6 0.5 -0.2
-0.3 0.8 -1.0